Record 1
Below is a cluster of 2 separate species, C6H12N in total at a distorted geometry, with properties calculated with ωB97M-V/def2-TZVPD.

Last column: Mulliken charge in e.
Geometry (Å):
C (-1.398, 1.361, 0.795)  0.09
C (-2.185, 2.265, 1.156)  -0.73
C (-0.964, 0.323, -0.058)  0.86
C (2.470, -1.357, -1.738)  -0.99
C (-1.113, -0.333, -1.330)  -0.98
C (0.323, -0.297, 2.183)  -0.72
N (-0.386, 0.395, 1.140)  -0.04
H (-2.115, 2.715, 2.201)  0.24
H (-2.934, 2.588, 0.360)  0.24
H (3.127, -0.609, -1.352)  0.33
H (1.882, -0.746, -2.383)  0.21
H (1.932, -1.671, -0.855)  0.13
H (-2.156, -0.374, -1.668)  0.37
H (-0.660, -1.291, -1.310)  0.36
H (-0.549, 0.294, -2.055)  0.29
H (0.475, -1.364, 1.828)  0.31
H (1.329, 0.297, 2.421)  0.29
H (-0.165, -0.244, 3.053)  0.40
H (3.088, -1.952, -2.389)  0.32

Computed properties:
- Total charge: +1
- HOMO: -14.40 eV
- Electronic energy: -7895.699 eV
- Frontier orbital gap: 9.5 eV
- Multiplicity: 1
- Energy above the lowest of the compared OMol25 structures with the same formula, charge and spin: 100.6 kcal per mole


Record 2
Below is a structure of composition C6H12N at a distorted geometry, with properties calculated with ωB97M-V/def2-TZVPD.

Last column: Mulliken charge in e.
Geometry (Å):
C (-0.966, -0.663, 1.768)  0.08
C (0.040, -0.355, -2.298)  0.04
C (0.665, -0.051, -1.185)  -0.04
C (0.784, -1.000, -3.355)  -1.45
C (0.061, 0.588, -0.025)  -1.12
C (-0.470, 0.905, 3.594)  -0.64
N (-0.981, -0.141, 2.887)  -0.11
H (-1.535, -1.297, 1.231)  0.48
H (-0.938, 0.068, -2.554)  0.32
H (1.768, -0.280, -1.086)  0.28
H (1.436, -1.803, -3.292)  0.44
H (1.350, -0.232, -3.790)  0.35
H (0.135, -1.449, -4.069)  0.38
H (-0.135, -0.121, 0.825)  0.16
H (-0.907, 1.008, -0.213)  0.44
H (0.810, 1.160, 0.357)  0.47
H (0.220, 1.310, 2.898)  0.30
H (-0.106, 0.685, 4.532)  0.30
H (-1.229, 1.667, 3.774)  0.29

Computed properties:
- Total charge: +1
- HOMO (alpha / beta): -13.22 / -13.22 eV
- Electronic energy: -7894.949 eV
- Frontier orbital gap (alpha / beta): 7.8 / 7.8 eV
- Multiplicity: 1
- Energy above the lowest of the compared OMol25 structures with the same formula, charge and spin: 117.9 kcal per mole


Record 3
Below is a cluster of 2 separate species, C6H12N in total at a distorted geometry, with properties calculated with ωB97M-V/def2-TZVPD.

Last column: Mulliken charge in e.
Geometry (Å):
C (-2.682, -1.143, -0.058)  -0.72
C (-1.062, 0.328, -1.102)  -0.31
N (-1.472, -0.849, -0.845)  0.01
H (-2.416, -1.459, 0.948)  0.32
H (-3.154, -1.981, -0.573)  0.32
H (-3.333, -0.275, -0.068)  0.30
H (-1.681, 1.189, -0.882)  0.29
H (-0.055, 0.407, -1.490)  0.42
H (-0.822, -1.612, -0.986)  0.35
C (0.478, -0.231, 1.708)  -0.97
C (1.384, -0.119, 0.734)  0.03
C (1.833, 1.162, 0.171)  -0.10
C (2.774, 1.288, -0.761)  -0.76
H (-0.074, 0.643, 2.040)  0.30
H (0.413, -1.143, 2.291)  0.33
H (2.001, -0.966, 0.433)  0.36
H (1.410, 2.057, 0.625)  0.29
H (3.187, 2.267, -0.975)  0.28
H (3.271, 0.437, -1.211)  0.26

Computed properties:
- Total charge: +1
- HOMO: -12.69 eV
- Electronic energy: -7897.889 eV
- Frontier orbital gap: 7.7 eV
- Multiplicity: 1
- Energy above the lowest of the compared OMol25 structures with the same formula, charge and spin: 50.1 kcal per mole